No. 1
{"formula": "C16H33Br2FN8O16", "method": "ωB97M-V/def2-TZVPD", "symbols": ["H", "O", "C", "H", "H", "O", "C", "H", "C", "H", "H", "H", "H", "H", "O", "H", "H", "H", "O", "H", "O", "C", "H", "H", "H", "H", "N", "H", "C", "O", "N", "C", "H", "H", "N", "C", "C", "O", "N", "H", "N", "H", "O", "O", "H", "C", "C", "O", "O", "C", "F", "H", "Br", "H", "H", "Br", "H", "O", "C", "N", "N", "H", "C", "H", "H", "N", "H", "C", "O", "C", "C", "H", "O", "H", "O", "O"], "coordinates": [[-0.182, 0.396, 0.096], [-5.171, -2.925, 0.002], [-0.574, -0.519, -0.348], [1.095, -3.696, -4.422], [-1.454, -0.224, -0.910], [0.603, -4.638, -0.165], [0.107, 4.579, -0.675], [-3.720, -0.157, -0.259], [-1.606, 4.038, 1.358], [0.733, 4.798, -1.534], [0.739, 6.274, 0.467], [5.175, 0.943, -0.246], [1.394, -5.221, -3.508], [0.986, 0.621, 3.129], [5.861, 2.804, -1.518], [-3.493, 0.333, 5.272], [-0.760, 2.885, -1.680], [-3.935, 2.084, -4.304], [-3.117, -2.523, -0.535], [-4.092, -0.755, 1.378], [5.169, 1.811, -3.299], [-1.407, -4.935, 0.947], [-4.575, 3.618, -3.636], [0.681, 2.896, 2.360], [-1.569, -5.594, 0.105], [3.067, -2.901, -0.933], [-0.129, -4.210, 0.712], [3.948, 0.470, -1.460], [-1.625, 3.214, 0.252], [3.230, -2.620, -3.555], [-2.192, 0.011, 3.658], [-3.774, 2.890, -3.598], [1.010, -3.640, -2.707], [-2.267, 2.343, 0.286], [0.369, -1.099, -1.332], [-0.763, 3.503, -0.792], [-0.784, 5.133, 1.471], [0.111, -3.255, 1.414], [4.606, -2.325, 0.422], [5.594, -0.172, -1.618], [5.377, 1.862, -2.095], [-0.831, 5.753, 2.358], [5.679, -2.246, -0.137], [-2.079, -0.057, 2.446], [4.109, -4.240, -0.302], [0.096, 5.407, 0.428], [1.695, 2.516, 2.373], [-0.111, -1.533, -2.356], [3.738, -4.696, -3.320], [-3.527, 0.413, 4.194], [-2.466, 3.762, 2.368], [-3.719, 1.417, 3.841], [1.775, 1.867, 5.132], [-2.204, -4.206, 1.029], [-2.808, 3.366, -3.733], [2.172, 1.935, 0.583], [2.887, -3.466, 0.692], [-4.360, 2.895, -1.372], [5.001, 0.668, -1.278], [2.945, -3.793, -3.469], [-3.774, 2.302, -2.242], [-1.283, -5.485, 1.875], [-4.374, -0.792, 0.331], [-4.261, -0.271, 3.777], [-0.772, -1.213, 0.460], [-4.213, -2.192, -0.116], [-5.406, -0.494, 0.190], [1.514, -4.149, -3.524], [-3.152, 1.268, -2.090], [1.812, 1.312, 3.270], [3.620, -3.294, -0.089], [2.390, 3.297, 2.657], [-1.319, -0.233, 4.449], [2.746, 0.786, 3.106], [1.555, -1.082, -1.085], [4.254, -1.622, 1.349]], "forces_ev_per_angstrom": [[0.559, -0.242, -0.131], [0.103, -0.132, -0.058], [-0.445, 1.008, 0.138], [0.166, -0.129, -0.099], [-0.162, -0.456, 0.080], [-0.117, 0.180, 0.188], [-0.107, 0.096, -1.064], [0.073, -0.103, 0.080], [-0.252, -0.006, 0.052], [0.186, 0.056, 0.234], [0.071, -0.017, 0.071], [0.082, -0.221, 0.067], [0.103, -0.103, 0.078], [-0.013, -0.023, 0.027], [0.207, 0.408, 0.211], [0.044, 0.115, 0.049], [0.088, -0.062, 0.019], [0.175, -0.025, -0.068], [-0.265, -0.055, 0.106], [0.051, -0.022, -0.024], [0.055, -0.036, 0.503], [-0.017, -0.050, -0.045], [0.031, 0.068, -0.006], [-0.044, 0.128, -0.148], [0.008, -0.094, -0.012], [0.418, 0.313, -0.220], [-0.018, -0.303, -0.364], [-0.005, -0.046, -0.081], [0.034, -0.340, 0.279], [0.041, 0.180, -0.035], [-0.274, -0.062, 0.015], [-0.306, 0.114, -0.141], [0.144, -0.160, 0.200], [-0.082, 0.076, -0.249], [0.077, 0.439, 0.165], [-0.021, 0.050, 0.319], [0.230, 0.303, 0.130], [0.069, 0.159, 0.090], [-0.297, 0.410, -0.204], [0.099, -0.022, 0.028], [-0.309, -0.437, -0.695], [-0.018, -0.032, -0.038], [0.160, -0.105, -0.031], [-0.034, 0.098, -0.084], [0.231, 0.203, -0.324], [-0.252, -0.108, 0.176], [0.091, -0.165, 0.220], [-0.167, -0.303, -0.259], [0.269, -0.245, 0.065], [0.050, -0.203, -0.099], [0.044, -0.052, 0.091], [-0.009, 0.170, 0.015], [-0.075, 0.037, 0.051], [0.052, 0.085, 0.043], [0.091, -0.046, -0.083], [-0.011, 0.083, -0.098], [0.053, 0.180, 0.139], [-0.267, 0.070, 0.377], [-0.136, 0.312, -0.063], [-0.042, -0.052, 0.026], [0.157, 0.013, -0.160], [-0.017, -0.014, 0.020], [-0.042, 0.492, -0.213], [0.011, -0.004, -0.042], [-0.013, -0.284, -0.179], [0.113, -0.038, -0.006], [-0.099, -0.158, 0.067], [-0.649, 0.480, -0.258], [0.104, -0.193, 0.085], [0.033, -0.206, -0.046], [-0.667, -1.003, 0.598], [0.036, 0.059, -0.076], [0.296, -0.007, 0.170], [0.068, 0.007, 0.116], [0.143, -0.090, 0.219], [0.114, 0.063, 0.099]], "lowdin_charge": [0.0423, 0.0761, 0.0208, 0.1053, 0.0672, 0.0591, -0.1203, 0.0636, -0.2954, 0.1094, 0.1104, 0.0797, 0.0959, 0.0392, 0.0616, 0.0983, 0.1043, 0.1022, 0.0505, 0.0723, 0.0499, 0.0561, 0.0991, 0.0382, 0.0995, 0.0606, -0.4227, 0.0665, -0.0357, 0.0635, -0.4289, 0.0578, 0.0605, 0.1011, -0.4068, -0.1082, -0.0199, 0.0672, -0.4319, 0.0919, -0.4483, 0.1233, 0.0620, 0.0341, 0.1047, -0.0727, -0.6581, 0.0673, 0.0623, 0.0630, 0.0448, 0.0976, 0.6310, 0.0750, 0.1037, 0.7668, 0.0766, 0.0844, 0.0124, -0.4585, -0.4429, 0.1052, 0.0502, 0.0923, 0.0692, -0.4291, 0.1041, 0.0386, 0.0369, -0.7074, 0.0302, 0.0546, 0.0886, 0.0449, 0.0370, 0.0560], "smiles": "C[N+](=O)[O-].C[N+](=O)[O-].C[N+](=O)[O-].C[N+](=O)[O-].C[N+](=O)[O-].C[N+](=O)[O-].C[N+](=O)[O-].C[N+](=O)[O-].Fc1ccccc1.BrCCBr"}

---

No. 2
{"formula": "C5H6O2", "method": "ωB97M-V/def2-TZVPD", "symbols": ["H", "C", "C", "H", "C", "O", "H", "C", "H", "C", "H", "H", "O"], "coordinates": [[0.970, 1.794, 0.892], [0.087, 1.145, 0.691], [0.272, 0.383, -0.603], [0.660, -1.545, -1.623], [-0.022, -1.988, 0.402], [-0.916, -0.219, -1.088], [0.842, 0.915, -1.369], [-0.911, 2.232, 0.642], [-0.788, -1.674, 1.141], [0.167, -1.079, -0.770], [-0.977, 2.517, -0.435], [-0.003, 0.522, 1.588], [0.619, -3.003, 0.532]], "forces_ev_per_angstrom": [[-0.067, -0.005, -0.022], [-0.205, -0.030, 0.033], [0.103, 0.222, 0.003], [-0.006, 0.046, 0.137], [0.236, -0.286, 0.023], [-0.177, -0.043, -0.114], [-0.110, -0.095, 0.094], [0.317, -0.091, -0.100], [0.069, -0.054, -0.093], [0.163, -0.203, -0.020], [-0.039, 0.017, 0.201], [0.014, 0.094, -0.143], [-0.300, 0.428, 0.001]], "nbo_charge": [0.2922, -0.6344, 0.0695, 0.2100, 0.4054, -0.4714, 0.1958, 0.0378, 0.1210, -0.0540, 0.0860, 0.2359, -0.4938]}

---

No. 3
{"formula": "C25H27N3O2", "method": "ωB97M-V/def2-TZVPD", "symbols": ["N", "C", "C", "H", "H", "C", "H", "H", "H", "C", "C", "C", "H", "H", "C", "H", "H", "C", "H", "C", "C", "H", "C", "O", "C", "N", "C", "H", "H", "H", "C", "H", "C", "C", "H", "H", "H", "C", "C", "H", "O", "C", "H", "C", "C", "H", "H", "H", "C", "H", "C", "C", "N", "C", "H", "H", "H"], "coordinates": [[-0.702, -0.207, -4.514], [1.194, 2.424, 6.363], [1.995, 1.966, 1.878], [-0.527, 1.248, -3.077], [-3.065, -5.734, -3.095], [-0.886, -0.597, -2.041], [2.047, -1.866, -3.329], [0.427, -2.578, -3.458], [2.783, 2.163, -1.414], [2.236, 2.723, 3.137], [2.549, 2.454, 0.695], [0.665, -0.671, -4.477], [2.210, 0.961, 4.189], [0.260, 1.111, 9.163], [-2.788, -4.785, -3.532], [-1.158, -0.069, -1.126], [-3.730, -1.543, -3.563], [-3.155, -2.430, -3.793], [-1.244, -1.167, -6.244], [-1.667, -1.003, -5.248], [-1.114, 0.336, -3.241], [-4.357, -3.699, -2.562], [-1.716, -4.708, -4.404], [2.367, 3.933, 3.161], [-3.511, -3.643, -3.232], [1.255, 1.771, 7.514], [0.011, 2.973, 5.874], [0.720, 0.447, 2.712], [-2.167, 0.616, -3.300], [2.733, 3.584, 5.422], [0.584, -1.028, -1.990], [-2.078, 3.248, 6.275], [1.204, 0.825, 1.822], [-1.076, 2.156, 7.833], [0.736, -1.773, -1.194], [-2.561, -0.381, -5.362], [0.351, -0.706, 0.621], [0.980, 0.171, 0.623], [0.979, -1.646, -3.332], [-0.534, -3.443, -5.657], [1.446, 0.081, -1.776], [-1.143, 2.833, 6.624], [3.142, 3.354, 0.737], [1.559, 0.644, -0.552], [-2.070, -2.336, -4.658], [0.011, 3.499, 4.931], [-1.504, -1.491, -2.126], [-1.156, -5.598, -4.653], [-1.363, -3.493, -4.965], [3.275, 2.027, 6.118], [2.347, 1.800, -0.497], [2.473, 2.531, 5.573], [2.325, 1.959, 4.253], [0.150, 1.648, 8.230], [1.300, 0.212, -4.350], [0.908, -1.132, -5.436], [-1.952, 2.028, 8.450]], "forces_ev_per_angstrom": [[-0.082, 0.022, -0.163], [-0.037, 0.067, -0.105], [-0.133, -0.047, -0.224], [-0.138, 0.021, 0.060], [-0.023, -0.074, 0.029], [0.270, 0.212, -0.062], [0.039, -0.071, 0.033], [0.060, 0.015, 0.065], [0.058, 0.044, -0.107], [0.045, -0.232, 0.026], [-0.058, -0.046, 0.131], [0.190, -0.120, 0.056], [0.059, 0.085, -0.119], [-0.097, -0.031, 0.086], [-0.014, -0.078, 0.057], [-0.041, -0.041, 0.057], [-0.054, 0.111, 0.016], [0.016, -0.034, -0.117], [-0.102, 0.003, 0.011], [0.064, 0.135, 0.005], [-0.059, 0.033, 0.224], [-0.065, -0.010, 0.050], [0.078, -0.091, -0.020], [0.022, 0.271, -0.089], [-0.081, 0.000, 0.087], [0.490, -0.072, -0.014], [-0.042, -0.040, 0.127], [-0.034, -0.023, 0.067], [0.005, 0.075, 0.002], [0.051, -0.175, 0.063], [-0.404, -0.680, 0.024], [-0.053, 0.033, -0.021], [0.196, 0.256, 0.073], [0.058, -0.006, -0.012], [0.026, 0.169, -0.106], [0.020, -0.082, -0.071], [-0.056, -0.052, -0.051], [-0.099, -0.293, -0.329], [0.024, 0.345, 0.126], [0.096, 0.024, -0.077], [0.177, 0.177, -0.057], [0.101, -0.015, -0.017], [0.043, 0.091, -0.009], [0.101, 0.245, 0.233], [-0.079, -0.022, -0.091], [0.002, 0.065, -0.111], [0.037, 0.015, 0.089], [0.038, -0.072, -0.021], [-0.120, 0.035, -0.031], [-0.114, 0.098, -0.028], [-0.101, -0.153, -0.087], [0.040, 0.203, -0.008], [0.011, -0.221, 0.218], [-0.403, -0.007, 0.193], [0.078, -0.088, -0.097], [0.049, 0.051, -0.031], [-0.054, -0.026, 0.067]], "nbo_charge": [-0.4445, 0.1979, -0.1808, 0.2010, 0.2145, -0.4586, 0.2175, 0.2190, 0.2256, 0.6617, -0.1375, -0.2180, 0.3980, 0.1920, -0.2202, 0.2157, 0.2024, -0.1699, 0.2024, -0.2291, -0.2183, 0.2132, -0.1962, -0.6293, -0.2248, -0.4311, -0.2480, 0.2081, 0.1993, 0.2488, 0.1032, 0.2172, -0.1805, -0.2650, 0.1810, 0.2011, 0.2131, -0.2721, -0.4381, 0.2112, -0.5069, -0.1658, 0.2342, 0.3228, -0.0525, 0.2300, 0.2216, 0.2127, -0.2275, 0.2195, -0.2602, -0.2678, -0.6016, 0.0393, 0.2026, 0.1984, 0.2193], "smiles": "O=C(NCc1ccccn1)c1ccc(OC2CCN(Cc3ccccc3)CC2)cc1"}

---

The calculation returns the following Kohn-Sham gap values, one per record and in order: 9.0318; 8.6008; 8.8560 eV.
The calculation returns the following energy values, one per record and in order: -204588.6383; -9371.4252; -34929.0984 eV.
The calculation returns the following HOMO energy values, one per record and in order: -0.34917; -0.33925; -0.29992 Eh.